{
  "formula": "C3H13NO3",
  "method": "ωB97M-V with the def2-TZVPD basis set",
  "relative_energy_kj_mol": 160.6,
  "orbital_gap_ha": 0.313,
  "spin_multiplicity": 1,
  "total_energy_ev": -10953.1075,
  "lumo_energy_ha": 0.0173,
  "charge": 0,
  "species": ["C", "C", "C", "N", "H", "H", "H", "H", "H", "H", "H", "O", "H", "H", "O", "H", "H", "O", "H", "H"],
  "coordinates": [[0.347, -0.391, 1.448], [-0.160, -0.057, 0.225], [-1.612, 0.337, 0.122], [0.592, 0.271, -0.903], [1.179, -1.048, 1.628], [-0.282, -0.057, 2.266], [-2.103, 0.081, 1.048], [-1.736, 1.378, -0.188], [-2.103, -0.242, -0.657], [0.488, 1.194, -1.285], [1.583, 0.133, -0.728], [3.478, -0.385, -0.112], [3.697, -1.203, 0.325], [4.074, -0.170, -0.826], [-0.284, 3.213, -2.759], [-1.091, 2.734, -2.547], [0.309, 2.797, -2.132], [-2.434, -2.649, 1.653], [-2.426, -3.596, 1.817], [-1.516, -2.340, 1.606]]
}

***

{
  "formula": "C3H13NO3",
  "method": "ωB97M-V with the def2-TZVPD basis set",
  "relative_energy_kj_mol": 206.4,
  "orbital_gap_ha": 0.314,
  "spin_multiplicity": 1,
  "total_energy_ev": -10952.6327,
  "lumo_energy_ha": 0.0143,
  "charge": 0,
  "species": ["C", "C", "C", "N", "H", "H", "H", "H", "H", "H", "H", "O", "H", "H", "O", "H", "H", "O", "H", "H"],
  "coordinates": [[1.013, 2.535, 1.159], [-0.225, 1.736, 0.735], [-1.083, 2.024, -0.295], [-2.412, 1.408, -0.253], [1.137, 3.313, 0.366], [0.640, 3.328, 1.961], [1.870, 2.040, 1.439], [-0.469, 0.949, 1.542], [-0.959, 2.823, -1.077], [-2.990, 1.399, -1.224], [-2.428, 0.421, 0.189], [-0.799, -1.661, -0.969], [-0.063, -1.748, -1.559], [-1.351, -0.853, -1.243], [0.259, -3.627, 1.005], [0.290, -3.107, 0.204], [0.849, -3.150, 1.631], [1.849, -2.654, -1.360], [2.482, -1.915, -1.414], [2.390, -3.264, -0.838]]
}

***

{
  "formula": "C3H13NO3",
  "method": "ωB97M-V with the def2-TZVPD basis set",
  "relative_energy_kj_mol": 121.6,
  "orbital_gap_ha": 0.361,
  "spin_multiplicity": 1,
  "total_energy_ev": -10953.5114,
  "lumo_energy_ha": 0.0257,
  "charge": 0,
  "species": ["C", "N", "C", "C", "O", "H", "H", "H", "H", "H", "H", "H", "H", "H", "O", "H", "H", "O", "H", "H"],
  "coordinates": [[-0.472, -1.538, -1.900], [-0.551, -1.117, -0.506], [-1.080, 0.257, -0.343], [-1.369, 0.408, 1.164], [-1.615, 1.776, 1.559], [0.266, -2.337, -1.985], [-0.126, -0.734, -2.566], [-1.442, -1.887, -2.246], [0.394, -1.008, -0.161], [-0.350, 0.999, -0.683], [-1.963, 0.436, -0.934], [-2.272, -0.142, 1.438], [-0.479, 0.124, 1.708], [-2.389, 2.008, 1.066], [1.974, 0.770, 1.776], [1.034, 0.661, 1.629], [2.190, 0.286, 2.579], [2.575, 0.062, -0.769], [2.170, 0.700, -0.174], [3.508, 0.275, -0.655]]
}

***

{
  "formula": "C3H13NO3",
  "method": "ωB97M-V with the def2-TZVPD basis set",
  "relative_energy_kj_mol": 654.8,
  "orbital_gap_ha": [0.202, 0.202],
  "spin_multiplicity": 2,
  "total_energy_ev": -10940.0169,
  "lumo_energy_ha": [-0.3231, -0.3230],
  "charge": 1,
  "s_squared": 0.75,
  "species": ["C", "C", "N", "C", "H", "H", "H", "H", "H", "H", "H", "H", "H", "O", "H", "H", "O", "H", "H", "O"],
  "coordinates": [[-3.606, -0.877, 0.832], [-2.216, -0.775, 0.864], [-1.451, -0.126, 0.022], [-0.008, -0.195, 0.045], [-4.181, -0.684, -0.082], [-4.079, -1.079, 1.780], [-1.735, -1.241, 1.726], [-2.898, 1.512, -2.457], [0.375, -0.489, 1.028], [0.302, 0.842, -0.138], [0.374, -0.777, -0.784], [3.560, -0.991, 2.390], [3.756, -0.419, 0.923], [3.925, -1.256, 1.514], [2.793, 0.803, 0.600], [-2.268, 0.640, -1.230], [-2.954, 0.705, -1.934], [3.077, 1.533, -0.948], [4.034, 1.250, -2.233], [3.199, 1.625, -1.920]]
}

***

{
  "formula": "C3H13NO3",
  "method": "ωB97M-V with the def2-TZVPD basis set",
  "relative_energy_kj_mol": 424.1,
  "orbital_gap_ha": [0.313, 0.187],
  "spin_multiplicity": 2,
  "total_energy_ev": -10942.4078,
  "lumo_energy_ha": [-0.2020, -0.3279],
  "charge": 1,
  "s_squared": 0.76,
  "species": ["N", "C", "C", "C", "H", "H", "H", "H", "H", "H", "H", "H", "H", "O", "H", "H", "O", "H", "H", "O"],
  "coordinates": [[-0.708, -0.095, -1.661], [-0.532, -1.334, -1.074], [1.695, -1.459, 0.220], [0.284, -1.258, 0.197], [-0.934, -0.178, -2.723], [-1.517, 0.515, -1.418], [-0.016, -1.999, -1.644], [-1.557, -1.755, -0.839], [2.226, -1.701, 1.151], [2.189, -1.721, -0.810], [-0.119, -0.434, 0.893], [-2.409, -3.169, 1.648], [-1.038, -3.332, 1.011], [-1.816, -2.815, 0.973], [1.833, 3.479, 0.878], [1.770, 2.280, 1.766], [2.155, 3.188, 1.699], [-1.146, 3.340, 0.044], [-0.636, 2.057, -0.605], [-0.636, 3.076, -0.645]]
}

***

{
  "formula": "C3H13NO3",
  "method": "ωB97M-V with the def2-TZVPD basis set",
  "relative_energy_kj_mol": 44.5,
  "orbital_gap_ha": [0.373, 0.255],
  "spin_multiplicity": 2,
  "total_energy_ev": -10946.3419,
  "lumo_energy_ha": [-0.1510, -0.2689],
  "charge": 1,
  "s_squared": 0.76,
  "species": ["C", "C", "C", "N", "H", "H", "H", "H", "H", "H", "H", "H", "H", "O", "H", "H", "O", "H", "H", "O"],
  "coordinates": [[2.346, -0.547, 1.389], [1.365, -0.728, 0.311], [0.331, -1.659, 0.420], [-0.789, -1.600, -0.299], [2.457, -1.457, 1.934], [1.991, 0.221, 2.060], [3.289, -0.290, 0.950], [1.482, -0.168, -0.623], [0.346, -2.526, 1.064], [-1.099, -2.528, -0.599], [-0.803, -0.911, -1.055], [0.005, 1.725, -1.778], [0.890, 2.051, -2.918], [0.533, 1.285, -2.452], [-1.957, -0.341, 1.280], [-2.590, 0.902, 1.863], [-2.321, 0.486, 1.036], [-2.392, 2.284, -1.353], [-1.561, 1.514, -0.300], [-1.524, 2.286, -0.929]]
}